[1]
Here is a cluster of 6 separate species, C43H69N4O15Si in total from OMol25. Energies are from wB97M-V/def2-TZVPD.

Each line ends with the Löwdin charge.
CARTESIAN COORDINATES (ANGSTROEM)
C (-2.46, 7.17, -2.69)  -0.09
C (-1.74, 6.26, -3.89)  -0.24
O (-1.90, 4.83, -3.55)  -0.25
C (-1.58, 3.95, -4.70)  -0.15
C (-2.68, 2.70, -4.82)  -0.17
O (-2.83, 2.06, -3.50)  -0.24
C (-3.89, 1.02, -3.53)  -0.14
C (-3.38, -0.22, -2.58)  -0.15
O (-4.11, -0.40, -1.32)  -0.18
C (-3.27, -0.14, -0.14)  -0.11
N (-3.88, -0.70, 1.16)  0.00
C (-5.02, 0.00, 1.86)  -0.04
C (-5.93, 1.31, 1.56)  -0.04
C (-5.15, 2.63, 0.98)  -0.23
O (-4.13, 3.27, 1.61)  -0.04
C (-5.71, 3.22, -0.48)  -0.08
C (-4.68, 3.87, -1.58)  0.00
C (-5.29, 4.38, -3.02)  -0.04
C (-6.91, 4.26, -3.39)  -0.04
C (-7.98, 3.66, -2.28)  -0.06
C (-7.34, 3.15, -0.84)  -0.03
N (-5.39, -0.75, 3.13)  0.14
C (-4.38, -1.87, 3.04)  -0.18
N (-4.39, -2.78, 4.05)  -0.01
C (-3.49, -3.97, 4.25)  -0.08
N (-3.47, -1.87, 1.84)  0.01
C (-2.39, -2.79, 1.34)  -0.08
C (-1.00, -2.78, 2.23)  -0.22
O (0.15, -3.04, 1.30)  -0.29
Si (1.36, -3.91, 2.27)  0.48
C (3.15, -3.81, 1.51)  -0.21
C (1.52, -3.11, 4.05)  -0.21
C (0.96, -5.77, 2.55)  -0.22
H (-2.87, 6.45, -1.86)  0.07
H (-3.36, 7.80, -3.12)  0.08
H (-1.67, 7.94, -2.27)  0.08
H (-0.60, 6.59, -3.98)  0.13
H (-2.28, 6.53, -4.90)  0.11
H (-1.51, 4.57, -5.72)  0.13
H (-0.47, 3.56, -4.52)  0.14
H (-2.22, 1.97, -5.64)  0.15
H (-3.68, 3.20, -5.22)  0.13
H (-4.96, 1.43, -3.27)  0.13
H (-3.89, 0.61, -4.65)  0.14
H (-3.52, -1.23, -3.21)  0.15
H (-2.21, -0.09, -2.46)  0.14
H (-2.16, -0.55, -0.32)  0.15
H (-3.13, 1.04, -0.09)  0.17
H (-6.42, 1.64, 2.59)  0.16
H (-6.81, 0.99, 0.84)  0.13
H (-3.53, 3.92, -1.27)  0.12
H (-4.51, 4.81, -3.80)  0.09
H (-7.31, 4.61, -4.43)  0.09
H (-9.15, 3.55, -2.49)  0.10
H (-8.11, 2.71, -0.05)  0.09
H (-5.10, -2.61, 4.82)  0.18
H (-2.42, -3.59, 4.61)  0.11
H (-3.91, -4.61, 5.17)  0.12
H (-3.43, -4.73, 3.35)  0.10
H (-2.10, -2.66, 0.21)  0.15
H (-2.82, -3.90, 1.43)  0.14
H (-1.01, -3.72, 2.96)  0.08
H (-0.79, -1.78, 2.80)  0.14
H (3.38, -4.67, 0.75)  0.05
H (3.19, -2.75, 0.96)  0.06
H (3.96, -3.82, 2.38)  0.05
H (0.59, -3.52, 4.67)  0.05
H (1.43, -1.94, 3.89)  0.06
H (2.53, -3.43, 4.56)  0.05
H (0.74, -6.39, 1.57)  0.05
H (0.05, -5.97, 3.29)  0.05
H (1.89, -6.31, 3.09)  0.07
O (2.58, -4.37, 6.37)  0.06
C (2.34, -3.74, 7.38)  -0.44
O (1.23, -2.96, 7.55)  0.02
C (1.32, -2.29, 8.80)  -0.16
C (2.27, -3.11, 9.63)  -0.16
C (3.21, -3.66, 8.59)  -0.10
H (1.69, -1.27, 8.62)  0.13
H (0.33, -2.23, 9.26)  0.13
H (2.77, -2.53, 10.41)  0.11
H (1.73, -3.93, 10.11)  0.13
H (4.04, -2.98, 8.39)  0.13
H (3.58, -4.65, 8.87)  0.12
O (5.10, -2.36, 10.28)  0.08
C (6.09, -3.08, 10.29)  -0.44
O (7.34, -2.66, 10.62)  0.04
C (8.27, -3.73, 10.42)  -0.16
C (7.43, -4.98, 10.46)  -0.16
C (6.11, -4.52, 9.90)  -0.10
H (8.75, -3.59, 9.45)  0.13
H (9.03, -3.71, 11.20)  0.13
H (7.88, -5.82, 9.91)  0.12
H (7.30, -5.30, 11.51)  0.13
H (6.09, -4.60, 8.81)  0.14
H (5.27, -5.07, 10.35)  0.13
O (-1.96, 3.92, -8.97)  0.09
C (-2.38, 5.06, -8.95)  -0.46
O (-3.08, 5.60, -7.91)  0.00
C (-3.50, 6.92, -8.27)  -0.17
C (-2.56, 7.36, -9.36)  -0.16
C (-2.24, 6.06, -10.06)  -0.08
H (-4.54, 6.87, -8.61)  0.13
H (-3.44, 7.58, -7.40)  0.12
H (-2.99, 8.12, -10.02)  0.13
H (-1.65, 7.77, -8.92)  0.13
H (-2.97, 5.83, -10.84)  0.15
H (-1.22, 6.06, -10.47)  0.12
O (0.53, 4.98, -12.39)  0.10
C (1.42, 4.54, -11.68)  -0.46
O (2.74, 4.52, -12.03)  0.03
C (3.48, 3.84, -11.02)  -0.17
C (2.63, 3.94, -9.78)  -0.17
C (1.23, 3.92, -10.33)  -0.09
H (3.64, 2.81, -11.33)  0.13
H (4.45, 4.33, -10.88)  0.13
H (2.83, 3.14, -9.06)  0.12
H (2.81, 4.89, -9.27)  0.12
H (0.86, 2.90, -10.46)  0.14
H (0.55, 4.51, -9.72)  0.11
O (7.87, -7.91, 2.01)  0.11
C (7.77, -6.69, 2.05)  -0.46
O (8.76, -5.85, 2.46)  0.03
C (8.26, -4.51, 2.48)  -0.17
C (7.08, -4.51, 1.55)  -0.17
C (6.54, -5.91, 1.70)  -0.10
H (7.98, -4.26, 3.51)  0.13
H (9.04, -3.82, 2.15)  0.13
H (6.35, -3.73, 1.77)  0.10
H (7.42, -4.37, 0.51)  0.13
H (5.83, -5.98, 2.53)  0.13
H (6.09, -6.27, 0.78)  0.13

Summary:
E_tot	-90236.777	eV
net charge	+1
M	910.1	g mol⁻¹
E_LUMO	-3.01	eV
HOMO level	-10.7	eV


[2]
Here is a structure of composition C43H71AlBrN18O4 from OMol25. Energies are from wB97M-V/def2-TZVPD.

Each line ends with the Löwdin charge.
CARTESIAN COORDINATES (ANGSTROEM)
C (0.85, -1.04, 3.55)  -0.01
C (1.28, -1.43, 2.17)  -0.54
O (1.77, -2.55, 1.94)  0.00
N (1.04, -0.42, 1.18)  0.03
C (2.25, 0.00, 0.58)  -0.51
C (2.25, 1.44, 0.18)  -0.01
O (3.29, -0.69, 0.47)  0.01
Al (-0.32, -1.01, -0.08)  0.03
Br (-1.44, -2.81, 1.07)  0.36
C (0.54, -1.54, -1.78)  -0.22
C (1.32, -2.87, -1.79)  -0.27
C (0.47, -4.14, -1.84)  -0.21
C (0.59, -5.05, -0.63)  -0.29
O (1.47, -6.15, -0.96)  -0.10
C (-1.69, 0.43, -0.36)  -0.20
C (-3.13, -0.02, -0.32)  -0.50
O (-3.29, -1.06, -1.30)  -0.07
C (-4.07, 1.17, -0.60)  -0.24
N (-4.62, 1.80, 0.60)  -0.01
H (1.58, -1.41, 4.27)  0.06
H (-0.11, -1.51, 3.78)  0.07
H (0.76, 0.04, 3.64)  0.07
H (2.99, 1.58, -0.60)  0.08
H (1.27, 1.79, -0.16)  0.06
H (2.57, 2.04, 1.04)  0.07
H (-0.21, -1.50, -2.57)  0.06
H (1.27, -0.75, -2.00)  0.05
H (2.00, -2.89, -0.93)  0.09
H (1.98, -2.88, -2.67)  0.09
H (-0.57, -3.89, -2.02)  0.10
H (0.81, -4.74, -2.70)  0.10
H (-0.39, -5.42, -0.33)  0.08
H (0.97, -4.48, 0.22)  0.08
H (1.92, -6.39, -0.14)  0.06
H (-1.55, 0.83, -1.37)  0.03
H (-1.57, 1.22, 0.38)  0.06
H (-3.39, -0.39, 0.68)  0.11
H (-4.08, -1.56, -1.07)  0.08
H (-4.90, 0.82, -1.22)  0.11
H (-3.51, 1.92, -1.16)  0.10
H (-3.87, 2.00, 1.25)  0.06
H (-5.23, 1.14, 1.07)  0.06
C (-0.31, 4.37, -2.22)  -0.10
C (-0.31, 3.05, -2.81)  -0.28
N (-0.32, 1.96, -3.21)  0.15
H (-0.35, 5.13, -3.00)  0.02
H (-1.16, 4.50, -1.56)  0.08
H (0.60, 4.51, -1.64)  0.04
C (-1.53, 3.64, -7.06)  -0.07
C (-1.18, 4.53, -5.97)  -0.25
N (-0.89, 5.32, -5.18)  0.13
H (-2.61, 3.70, -7.21)  0.05
H (-1.02, 3.95, -7.97)  0.09
H (-1.27, 2.60, -6.85)  0.03
C (4.90, -2.31, 2.39)  -0.07
C (5.80, -2.56, 3.51)  -0.29
N (6.51, -2.78, 4.40)  0.10
H (5.13, -1.36, 1.92)  0.08
H (5.01, -3.10, 1.64)  0.08
H (3.87, -2.31, 2.72)  0.06
C (-4.65, 6.62, -5.73)  -0.07
C (-4.91, 5.45, -6.54)  -0.28
N (-5.08, 4.50, -7.19)  0.13
H (-4.51, 7.49, -6.36)  0.08
H (-5.48, 6.79, -5.05)  0.08
H (-3.74, 6.46, -5.14)  0.07
C (6.81, -5.74, 2.01)  -0.08
C (6.59, -7.14, 1.67)  -0.29
N (6.42, -8.25, 1.41)  0.11
H (6.72, -5.13, 1.11)  0.08
H (6.08, -5.42, 2.74)  0.07
H (7.81, -5.61, 2.43)  0.09
C (0.33, 4.22, 3.00)  -0.08
C (0.94, 4.55, 1.72)  -0.26
N (1.37, 4.81, 0.68)  0.15
H (-0.51, 4.89, 3.19)  0.01
H (-0.03, 3.19, 2.98)  0.09
H (1.06, 4.32, 3.80)  0.02
C (-1.55, -7.26, -3.50)  -0.07
C (-1.67, -6.01, -4.24)  -0.29
N (-1.74, -5.01, -4.81)  0.13
H (-2.11, -8.05, -4.00)  0.07
H (-0.50, -7.54, -3.44)  0.08
H (-1.93, -7.12, -2.49)  0.08
C (-6.84, 4.66, 0.64)  -0.07
C (-6.43, 5.91, 0.03)  -0.28
N (-6.10, 6.90, -0.47)  0.12
H (-7.71, 4.26, 0.12)  0.08
H (-6.04, 3.92, 0.58)  0.05
H (-7.09, 4.82, 1.69)  0.08
C (1.70, -9.46, 0.91)  -0.06
C (0.28, -9.25, 0.69)  -0.28
N (-0.85, -9.08, 0.51)  0.13
H (1.85, -10.18, 1.72)  0.08
H (2.16, -9.85, 0.00)  0.09
H (2.18, -8.53, 1.18)  0.08
C (4.27, 3.95, 5.53)  -0.06
C (2.85, 3.70, 5.71)  -0.26
N (1.72, 3.51, 5.83)  0.14
H (4.83, 3.05, 5.79)  0.08
H (4.46, 4.20, 4.49)  0.09
H (4.59, 4.77, 6.16)  0.08
C (-3.15, 7.97, 1.44)  -0.06
C (-2.23, 7.21, 2.28)  -0.22
N (-1.50, 6.62, 2.95)  0.16
H (-4.02, 7.37, 1.20)  0.05
H (-3.46, 8.87, 1.97)  0.08
H (-2.65, 8.26, 0.52)  0.04
C (-1.86, -12.38, -0.82)  -0.07
C (-1.06, -13.56, -0.54)  -0.29
N (-0.42, -14.50, -0.33)  0.11
H (-1.89, -12.20, -1.89)  0.08
H (-2.87, -12.53, -0.45)  0.08
H (-1.42, -11.51, -0.32)  0.04
C (0.91, -1.55, -7.11)  -0.06
C (0.29, -0.26, -7.35)  -0.25
N (-0.22, 0.75, -7.55)  0.15
H (1.04, -1.68, -6.04)  0.09
H (0.27, -2.34, -7.49)  0.09
H (1.88, -1.59, -7.60)  0.08
C (0.17, 7.04, 5.93)  -0.09
C (1.17, 7.51, 4.99)  -0.31
N (1.98, 7.90, 4.26)  0.12
H (0.54, 7.15, 6.95)  0.08
H (-0.75, 7.61, 5.81)  0.07
H (-0.05, 5.99, 5.75)  0.06
C (1.99, -3.26, 7.16)  -0.07
C (1.07, -2.14, 7.00)  -0.29
N (0.35, -1.25, 6.88)  0.14
H (2.41, -3.26, 8.16)  0.08
H (1.45, -4.20, 6.99)  0.08
H (2.79, -3.18, 6.43)  0.08
C (1.40, 7.77, -1.73)  -0.06
C (-0.02, 7.67, -1.49)  -0.27
N (-1.16, 7.54, -1.29)  0.15
H (1.88, 6.82, -1.51)  0.07
H (1.58, 8.03, -2.78)  0.08
H (1.83, 8.54, -1.09)  0.08

Summary:
E_tot	-157395.080	eV
net charge	-1
M	1011.0	g mol⁻¹
E_LUMO	1.88	eV
HOMO level	-5.4	eV


[3]
Here is a structure of composition C43H71CaClN4O2P2Si from OMol25. Energies are from wB97M-V/def2-TZVPD.

Each line ends with the Löwdin charge.
CARTESIAN COORDINATES (ANGSTROEM)
Ca (-0.05, 0.55, -1.01)  0.73
C (-1.79, 3.76, 0.63)  -0.25
Si (-1.19, 1.94, 0.98)  0.55
C (0.07, 2.38, 2.41)  -0.30
C (-0.37, 3.19, 3.45)  -0.11
C (0.48, 3.70, 4.42)  -0.08
C (1.82, 3.36, 4.39)  -0.08
C (2.28, 2.51, 3.40)  -0.13
C (1.44, 2.05, 2.39)  -0.39
P (2.14, 0.96, 1.07)  1.06
C (3.37, -0.12, 2.01)  -0.43
C (4.05, -1.08, 1.01)  -0.21
C (3.81, -2.54, 1.35)  -0.21
C (4.23, -2.87, 2.79)  -0.19
C (3.66, -1.85, 3.79)  -0.18
C (2.67, -0.89, 3.13)  -0.22
C (3.38, 1.99, 0.07)  -0.42
C (4.62, 2.63, 0.73)  -0.19
C (4.39, 4.04, 1.28)  -0.20
C (3.79, 4.93, 0.22)  -0.20
C (2.46, 4.34, -0.23)  -0.19
C (2.68, 2.97, -0.86)  -0.22
C (-2.79, 1.13, 1.77)  -0.30
C (-3.65, 1.89, 2.55)  -0.11
C (-4.85, 1.41, 3.04)  -0.08
C (-5.23, 0.10, 2.77)  -0.08
C (-4.38, -0.69, 2.02)  -0.10
C (-3.18, -0.19, 1.51)  -0.40
P (-2.13, -1.32, 0.50)  1.04
C (-3.31, -2.15, -0.72)  -0.44
C (-3.95, -1.07, -1.59)  -0.23
C (-5.04, -1.66, -2.51)  -0.19
C (-4.75, -3.13, -2.81)  -0.20
C (-4.82, -3.95, -1.52)  -0.19
C (-4.40, -3.13, -0.29)  -0.21
C (-1.85, -2.69, 1.75)  -0.44
C (-1.02, -3.80, 1.10)  -0.23
C (-0.60, -4.85, 2.12)  -0.19
C (0.17, -4.22, 3.27)  -0.20
C (-0.67, -3.14, 3.94)  -0.19
C (-1.09, -2.08, 2.92)  -0.22
H (-2.22, 4.28, 1.48)  0.01
H (-2.52, 3.79, -0.17)  0.00
H (-0.93, 4.37, 0.31)  0.00
H (-1.42, 3.44, 3.52)  0.08
H (0.10, 4.35, 5.19)  0.10
H (2.51, 3.74, 5.13)  0.10
H (3.32, 2.22, 3.41)  0.10
H (4.13, 0.51, 2.48)  0.09
H (5.12, -0.88, 0.99)  0.12
H (3.66, -0.92, 0.00)  0.06
H (4.38, -3.17, 0.67)  0.11
H (2.76, -2.78, 1.20)  0.08
H (5.32, -2.87, 2.85)  0.10
H (3.89, -3.88, 3.04)  0.10
H (4.47, -1.27, 4.24)  0.11
H (3.16, -2.37, 4.61)  0.10
H (2.28, -0.19, 3.88)  0.11
H (1.83, -1.45, 2.73)  0.08
H (3.78, 1.17, -0.56)  0.09
H (5.39, 2.69, -0.04)  0.12
H (5.01, 1.99, 1.52)  0.09
H (5.35, 4.44, 1.61)  0.11
H (3.72, 4.01, 2.14)  0.09
H (4.46, 5.00, -0.64)  0.11
H (3.64, 5.94, 0.61)  0.11
H (1.98, 5.00, -0.95)  0.11
H (1.79, 4.24, 0.64)  0.11
H (3.31, 3.12, -1.75)  0.12
H (1.72, 2.57, -1.19)  0.05
H (-3.39, 2.91, 2.79)  0.08
H (-5.49, 2.04, 3.64)  0.10
H (-6.16, -0.30, 3.15)  0.10
H (-4.64, -1.72, 1.85)  0.08
H (-2.59, -2.71, -1.33)  0.10
H (-3.17, -0.58, -2.19)  0.08
H (-4.41, -0.31, -0.94)  0.10
H (-5.09, -1.09, -3.44)  0.11
H (-6.01, -1.59, -2.03)  0.11
H (-3.75, -3.21, -3.25)  0.11
H (-5.47, -3.51, -3.53)  0.11
H (-4.18, -4.83, -1.61)  0.11
H (-5.85, -4.31, -1.37)  0.11
H (-4.06, -3.81, 0.49)  0.10
H (-5.26, -2.58, 0.08)  0.10
H (-2.80, -3.10, 2.11)  0.11
H (-0.13, -3.36, 0.64)  0.03
H (-1.60, -4.28, 0.30)  0.10
H (0.01, -5.61, 1.63)  0.11
H (-1.49, -5.35, 2.52)  0.11
H (1.09, -3.77, 2.88)  0.09
H (0.45, -4.98, 4.00)  0.11
H (-0.11, -2.67, 4.75)  0.11
H (-1.56, -3.60, 4.38)  0.11
H (-0.20, -1.57, 2.53)  0.09
H (-1.71, -1.32, 3.41)  0.11
O (-2.92, 2.06, -2.29)  -0.06
H (-3.07, 1.89, -1.35)  0.02
H (-3.78, 2.17, -2.71)  0.07
O (-0.40, 3.50, -2.39)  -0.07
H (-1.30, 3.14, -2.44)  -0.01
H (-0.47, 4.34, -1.93)  0.04
Cl (0.91, -1.83, -1.14)  -0.11
C (1.94, -0.17, -3.82)  -0.21
N (0.60, 0.42, -3.64)  -0.16
C (0.49, 1.58, -4.54)  -0.19
N (0.70, 1.21, -5.93)  -0.09
C (2.03, 0.61, -6.05)  -0.18
N (2.18, -0.56, -5.21)  -0.09
C (1.16, -1.54, -5.59)  -0.17
N (-0.18, -0.99, -5.46)  -0.09
C (-0.38, -0.58, -4.07)  -0.22
C (-0.28, 0.20, -6.30)  -0.18
H (2.01, -1.05, -3.19)  0.04
H (2.70, 0.56, -3.53)  0.13
H (1.24, 2.33, -4.26)  0.12
H (-0.50, 2.02, -4.45)  0.12
H (2.78, 1.36, -5.76)  0.13
H (2.20, 0.32, -7.09)  0.13
H (1.25, -2.42, -4.95)  0.13
H (1.33, -1.83, -6.63)  0.13
H (-0.28, -1.46, -3.43)  0.07
H (-1.38, -0.16, -3.98)  0.12
H (-1.29, 0.63, -6.18)  0.13
H (-0.13, -0.08, -7.34)  0.13

Summary:
E_tot	-113219.618	eV
M	841.6	g mol⁻¹
E_LUMO	0.14	eV
energy relative to the best compared isomer or geometry (same formula, charge and spin)	135.7	kJ/mol
HOMO level	-6.8	eV


What did we get for frontier orbital gap? Answer: 7.7337; 7.2462; 6.9295 eV, in the order shown.